[1]
This record from the Open Molecules 2025 dataset describes a structure of composition C33H46ClF3IrO4P4S in a non-equilibrium geometry. The level of theory is wB97M-V/def2-TZVPD.

Calculated values
Kohn-Sham gap (spin up / spin down): 5.2 / 5.6 eV
LUMO energy (spin up / spin down): -5.005 / -8.613 eV
molar mass: 947.35 g/mol
spin multiplicity: 6
net charge: +2

Geometry (Å):
P1 -0.06065 2.92605 0.25700
C1 1.04292 4.14877 1.06201
C2 1.72852 5.09748 0.27587
H1 1.75093 4.98802 -0.80788
C3 2.33171 6.21478 0.85479
H2 2.81431 6.95356 0.21190
C4 2.30077 6.38454 2.24182
H3 2.77245 7.26183 2.69033
C5 1.66633 5.42705 3.04405
H4 1.64339 5.56471 4.12981
C6 1.04729 4.31228 2.46480
H5 0.53478 3.58956 3.10379
C7 0.37973 3.03962 -1.49074
C8 1.56581 2.40900 -1.90666
H6 2.11342 1.76124 -1.21360
C9 2.06412 2.65305 -3.18883
H7 2.98820 2.16290 -3.50078
C10 1.38567 3.52754 -4.04597
H8 1.78452 3.72647 -5.04094
C11 0.20734 4.15445 -3.63418
H9 -0.32095 4.84826 -4.29228
C12 -0.30554 3.90887 -2.36212
H10 -1.21593 4.40804 -2.02425
C13 -1.66666 3.77300 0.38485
C14 -1.72663 5.16837 0.58801
H11 -0.82852 5.71626 0.87259
C15 -2.91630 5.86485 0.38864
H12 -2.92462 6.95281 0.49679
C16 -4.07663 5.16241 0.04532
H13 -5.00638 5.70897 -0.12133
C17 -4.05061 3.76492 -0.07794
H14 -4.96398 3.21702 -0.33063
C18 -2.85016 3.06513 0.10274
H15 -2.82418 1.97577 0.00272
Ir1 0.44835 -1.87430 1.28521
C19 -0.19874 -2.70655 -0.36677
C20 -0.37281 -1.91656 -1.45028
H16 -0.38658 -3.78334 -0.41100
C21 -0.15935 -0.40232 -1.20640
O1 -1.26106 0.26954 -1.85595
H17 -1.08003 1.23084 -1.91215
C22 -0.00743 -0.01387 0.27257
H18 0.80053 -0.14097 -1.70001
C23 0.04838 1.25273 0.79709
Cl1 1.12599 -0.92096 3.28516
P2 -1.73114 -2.12214 2.15677
P3 2.80079 -2.00336 0.90664
C24 -1.73938 -2.73110 3.86484
H19 -0.76025 -2.52943 4.31651
H20 -1.92502 -3.81176 3.88128
H21 -2.52176 -2.19456 4.42100
C25 -2.57782 -0.52077 2.13032
H22 -2.73196 -0.21637 1.09032
H23 -1.95664 0.22680 2.63050
H24 -3.54488 -0.61210 2.63733
C26 -2.85985 -3.22481 1.24896
H25 -2.52851 -4.26673 1.35843
H26 -2.86420 -2.96072 0.18441
H27 -3.87025 -3.09821 1.66223
C27 3.73135 -3.04707 2.08435
H28 3.60166 -4.10472 1.82132
H29 3.33229 -2.87845 3.09088
H30 4.79390 -2.77295 2.05173
C28 3.15479 -2.75687 -0.71707
H31 2.54188 -2.27411 -1.48788
H32 2.90289 -3.82615 -0.66880
H33 4.22129 -2.63240 -0.95758
C29 3.59408 -0.37580 0.96496
H34 3.41260 0.06547 1.95082
H35 3.16188 0.26938 0.19347
H36 4.67085 -0.49215 0.79306
P4 -1.06764 -2.72630 -2.94538
C30 -0.79177 -4.50923 -2.93793
C31 -0.32966 -2.05354 -4.42774
H37 -1.14934 -4.98049 -2.01337
H38 0.27537 -4.73961 -3.05666
H39 -1.33302 -4.95374 -3.78687
H40 -0.27627 -0.95912 -4.33391
H41 -0.96586 -2.32732 -5.28491
H42 0.67885 -2.47175 -4.57153
C32 -2.84002 -2.45043 -2.95283
H43 -3.34730 -3.22267 -2.36145
H44 -3.18746 -2.48973 -3.99256
H45 -3.02660 -1.45781 -2.52870
H46 0.28281 1.27393 1.87910
F1 1.01553 -7.80907 2.36167
C33 1.48586 -6.65940 1.84070
F2 2.68874 -6.38509 2.39383
F3 1.66598 -6.81666 0.50580
S1 0.28057 -5.27137 2.14980
O2 -0.79790 -5.55249 1.22083
O3 -0.00412 -5.31441 3.56749
O4 1.09293 -4.06448 1.74868

---

[2]
This record from the Open Molecules 2025 dataset describes the molecule C23H35N3O4S. The level of theory is wB97M-V/def2-TZVPD.

Calculated values
Kohn-Sham gap: 9.0 eV
SMILES: CC[C@H](C)NC(=O)[C@H]1CC[C@@H](CNS(=O)(=O)c2ccc3c(c2)C[C@H](C)N3C(C)=O)CC1
LUMO energy: 0.663 eV
molar mass: 449.62 g/mol
spin multiplicity: 1
net charge: 0

Geometry (Å):
C1 -0.68121 5.21938 -3.06865
C2 -1.86004 4.66512 -2.27784
H1 -2.62457 4.30246 -2.96666
C3 -1.44810 3.51149 -1.35739
N1 -0.48379 3.98264 -0.38164
C4 0.70305 3.39195 -0.16723
O1 1.10588 2.46985 -0.86091
C5 1.47574 3.97343 1.01231
C6 1.06853 3.19140 2.28408
C7 2.25323 2.54564 3.00081
H2 1.86045 1.87590 3.76801
C8 3.20223 1.75384 2.09231
C9 3.57277 2.53657 0.81714
C10 2.99132 3.94712 0.79114
H3 3.21666 4.40475 -0.17524
H4 3.46397 4.55727 1.56423
H5 3.21033 2.00436 -0.06082
H6 4.65890 2.60782 0.72788
C11 2.66940 0.35105 1.74820
N2 1.45140 0.31042 0.97832
S1 0.02336 -0.04511 1.71739
O2 -1.00605 0.80956 1.17895
O3 0.19037 -0.08497 3.14469
C12 -0.26809 -1.69848 1.11699
C13 -0.01614 -2.78681 1.92622
C14 -0.20178 -4.07882 1.45199
C15 -0.64309 -4.23132 0.14798
C16 -0.88981 -3.12079 -0.66917
C17 -0.70060 -1.84512 -0.19252
H7 -0.88440 -0.96747 -0.79054
C18 -1.32376 -3.58877 -2.02617
H8 -2.18840 -3.04395 -2.40136
H9 -0.50797 -3.46773 -2.74308
C19 -1.64703 -5.07342 -1.77894
N3 -0.91030 -5.40874 -0.55684
C20 -0.52017 -6.65779 -0.16600
O4 0.02884 -6.86176 0.89551
C21 -0.77687 -7.77315 -1.15723
H10 -1.82884 -7.85185 -1.41491
H11 -0.45060 -8.70470 -0.70278
H12 -0.20174 -7.60672 -2.06615
C22 -3.14767 -5.25955 -1.54569
H13 -3.69736 -5.03702 -2.45669
H14 -3.48018 -4.58595 -0.75909
H15 -3.37929 -6.27713 -1.24244
H16 -1.31395 -5.70354 -2.60641
H17 -0.00662 -4.93743 2.07131
H18 0.31314 -2.60917 2.93736
H19 1.37417 0.99778 0.23387
H20 3.44490 -0.19112 1.19193
H21 2.45870 -0.19306 2.67129
H22 4.11366 1.57548 2.67558
H23 2.83147 3.32559 3.50296
H24 0.34036 2.42360 2.02715
H25 0.57614 3.86674 2.98740
H26 1.17644 5.02247 1.11827
H27 -0.81805 4.66924 0.27659
C23 -2.64976 2.89534 -0.64537
H28 -3.18566 3.65477 -0.07838
H29 -3.33277 2.45827 -1.36876
H30 -2.31105 2.11875 0.03691
H31 -0.92878 2.74267 -1.93783
H32 -2.30567 5.46073 -1.67487
H33 -0.24154 4.44114 -3.68766
H34 -1.00220 6.03477 -3.71272
H35 0.08849 5.59209 -2.39678

---

[3]
This record from the Open Molecules 2025 dataset describes a structure of composition C34H45BrLuN8O2S. The level of theory is wB97M-V/def2-TZVPD.

Calculated values
Kohn-Sham gap: 8.2 eV
LUMO energy: -2.000 eV
molar mass: 884.73 g/mol
spin multiplicity: 1
net charge: +1

Geometry (Å):
Lu1 0.34855 0.00522 -0.42482
O1 -1.32129 -1.35609 -0.80341
C1 -1.81442 -2.32215 -1.51622
C2 -3.18517 -2.66304 -1.46539
C3 -3.68871 -3.66571 -2.26575
C4 -2.86907 -4.39836 -3.13256
C5 -1.52234 -4.12425 -3.14353
C6 -0.98230 -3.10710 -2.34100
C7 0.44781 -3.00085 -2.26009
N1 1.15609 -2.22663 -1.51246
C8 2.59423 -2.47389 -1.61046
C9 3.21702 -1.30761 -2.33968
N2 2.83228 -0.08525 -1.65090
C10 3.76505 0.78118 -1.53399
C11 3.65536 2.11501 -0.98093
C12 4.81482 2.89404 -0.90075
C13 4.76847 4.20576 -0.47965
C14 3.52649 4.75695 -0.16149
C15 2.36707 4.01105 -0.23705
C16 2.40393 2.66012 -0.63163
O2 1.32125 1.92914 -0.67972
H1 -3.83211 -2.13518 -0.77739
H2 -4.74618 -3.89427 -2.21446
H3 -3.28270 -5.17697 -3.75594
H4 -0.85303 -4.70550 -3.76815
H5 0.97871 -3.73036 -2.88239
H6 2.80401 -3.41453 -2.12853
H7 3.01092 -2.55839 -0.60449
H8 2.81437 -1.27694 -3.35789
H9 4.30420 -1.41821 -2.41283
H10 4.76618 0.53154 -1.90523
H11 5.76042 2.44751 -1.18687
H12 5.66887 4.79940 -0.42041
H13 3.46675 5.79290 0.14849
H14 1.41544 4.46247 0.01473
C17 -2.11896 3.64059 -0.52328
C18 -2.31026 2.54643 0.53118
N3 -2.05717 1.19332 0.00330
C19 -3.01102 0.84960 -1.06515
C20 -2.58773 1.15232 -2.50091
S1 -0.86108 0.80353 -2.91985
C21 -0.24505 2.42274 -3.46422
C22 -0.82624 3.62919 -2.70381
N4 -0.97236 3.34245 -1.31390
H15 -2.99912 3.69288 -1.17089
H16 -2.08137 4.60639 0.00620
H17 -1.63767 2.71605 1.37318
H18 -3.33229 2.61857 0.92733
H19 -2.21038 0.51839 0.74491
H20 -3.20107 -0.21030 -0.98461
H21 -3.96901 1.36126 -0.89691
H22 -3.22297 0.56096 -3.16227
H23 -2.76058 2.19123 -2.75802
H24 0.83211 2.35871 -3.30301
H25 -0.41443 2.52782 -4.53611
H26 -0.16646 4.48212 -2.91616
H27 -1.79902 3.90634 -3.11783
H28 -0.10671 3.20072 -0.82167
Br1 2.75222 -0.92791 1.61540
C23 2.54036 0.85514 2.24144
C24 3.59139 1.44755 2.92545
C25 3.38859 2.73701 3.38021
C26 2.17231 3.35792 3.12614
C27 1.21256 2.66785 2.41437
N5 1.38552 1.41618 1.97358
H29 4.51717 0.91695 3.08697
H30 4.17149 3.25050 3.92151
H31 1.97522 4.36689 3.45830
H32 0.26500 3.13423 2.17605
C28 -1.61254 -4.83647 1.94267
C29 -0.41001 -4.50716 1.08228
N6 -0.06114 -3.09503 1.21008
C30 -0.68094 -2.18335 2.00751
N7 -0.50802 -0.90273 1.76568
C31 -0.96890 -0.01355 2.82951
C32 -2.30204 -0.46070 3.39892
C33 -2.12234 -1.84160 3.98389
N8 -1.40343 -2.68974 3.04319
C34 -1.44376 -4.12687 3.27068
H33 -1.69282 -5.91430 2.07783
H34 -2.53125 -4.48598 1.46663
H35 -0.61143 -4.72261 0.03055
H36 0.44377 -5.11604 1.39242
H37 0.34716 -2.68575 0.38318
H38 -1.04895 0.99590 2.43403
H39 -0.22901 0.05218 3.63775
H40 -3.05577 -0.48892 2.60504
H41 -2.65674 0.22611 4.16853
H42 -3.08369 -2.31454 4.19608
H43 -1.57244 -1.78214 4.93004
H44 -2.28334 -4.32447 3.93666
H45 -0.53636 -4.46691 3.78276

---

[4]
This record from the Open Molecules 2025 dataset describes a structure of composition C9H10N2O2 in a non-equilibrium geometry. The level of theory is wB97M-V/def2-TZVPD.

Calculated values
Kohn-Sham gap: 7.3 eV
LUMO energy: -1.026 eV
molar mass: 178.19 g/mol
spin multiplicity: 1
net charge: 0

Geometry (Å):
C1 3.22657 -0.72018 -0.50625
C2 1.92277 -1.06963 -0.76119
C3 3.28692 -0.21329 0.74339
C4 1.15685 -0.80372 0.40720
C5 -2.62683 -0.43224 0.05399
C6 -0.22398 -1.10732 0.64046
C7 -1.37456 0.45723 0.06318
C8 -1.00621 0.78642 -1.28209
C9 -1.52967 1.70493 0.96071
N1 -2.17975 -1.72108 -0.27921
N2 -0.92467 -1.91452 -0.25430
O1 -3.73373 0.00614 0.31567
O2 2.04932 -0.26798 1.36791
H1 4.01692 -0.59457 -1.25070
H2 1.74926 -1.59700 -1.65188
H3 4.21964 0.04805 1.36517
H4 -0.58359 -1.10904 1.73174
H5 -1.83491 1.28725 -1.76626
H6 -0.85601 -0.12087 -1.84930
H7 -0.15371 1.42996 -1.41454
H8 -0.57262 2.33274 0.69145
H9 -1.52845 1.51847 2.03185
H10 -2.49957 2.10027 0.64301

---

We obtain DFT total energy values of -114642.678 -47916.464 -166503.128 -16565.595 eV for the records listed above, in that order.